The following is a DFT calculation (ωB97M-V with the def2-TZVPD basis set) of 2 unconnected molecules or ions with the total composition C4H12N2.

Structure (ORCA input):
```
! RIJCOSX wB97M-V def2-TZVPD def2/J DEFGRID3
* xyz 0 1
H -3.1958 -1.7479 1.8271
N -2.2142 -1.7552 1.5500
C -1.3951 -0.8987 2.0545
N -0.1228 -0.8254 1.5059
H -1.5763 -0.5217 3.0959
H 0.3462 0.0222 1.6492
H 0.1604 -1.4253 0.7367
C -0.0340 1.5525 -0.5166
C 0.7028 0.8874 -1.6173
C 1.5478 -0.4207 -1.2223
H -0.2882 2.5463 -0.8858
H 0.5560 1.5357 0.4373
H -0.9837 1.0475 -0.3795
H 1.4248 1.5701 -2.1409
H 0.0079 0.5886 -2.4034
H 0.9279 -0.9285 -0.5766
H 1.5964 -0.8723 -2.1601
H 2.5400 -0.3545 -0.9542
*
```

The largest force on an atom comes out at 4.23 eV/Å. The value obtained for the total energy is -269.05375 a.u. For the orbital gap, the calculation gives 10.1 eV. As for the SMILES: [H]/N=C/N.CCC. As for the energy above the lowest of the compared OMol25 structures with the same formula, charge and spin: 39.3 kcal per mole. For the highest occupied orbital energy, the calculation gives -9.03 eV.

The following is a DFT calculation (ωB97M-V with the def2-TZVPD basis set) of a molecular structure, C33H52GaN8O7SSi.

Structure (ORCA input):
```
! RIJCOSX wB97M-V def2-TZVPD def2/J DEFGRID3
* xyz 1 1
Ga -0.5469 -0.1704 0.3807
N 0.0317 3.2747 -2.9599
C -0.1564 3.0261 -1.6543
N -0.2170 1.7286 -1.4612
C -0.0550 1.2078 -2.7050
N 0.0972 2.1302 -3.6319
C -0.0741 -0.2182 -2.9213
C 0.0291 -0.7793 -4.1966
N -0.0614 -2.0807 -4.3797
C -0.2336 -2.8303 -3.3048
C -0.2725 -2.2880 -2.0213
N -0.2072 -0.9811 -1.8360
H 0.1175 4.1598 -3.4395
H -0.2406 3.7901 -0.9084
H 0.1751 -0.1553 -5.0644
H -0.3431 -3.8904 -3.4789
H -0.3196 -2.9012 -1.1339
S -1.3112 -0.2866 5.3882
C -1.8298 -1.6534 4.4924
C -1.7178 -1.4138 3.1618
N -1.2293 -0.1895 2.8380
C -0.9781 0.5049 3.9074
H -2.1611 -2.5387 4.9928
H -1.9479 -2.1008 2.3690
H -0.5737 1.4966 3.9222
C 0.6850 7.1523 4.3408
C 1.5869 6.1753 3.5860
N 1.8234 4.9595 4.3350
C 2.6135 5.0796 5.5551
C 1.7643 4.8779 6.8060
C 1.4792 3.7156 3.9663
O 1.8404 2.7178 4.5715
C 0.5219 3.4963 2.8249
C -0.6821 4.1808 2.7037
C -1.6290 3.7117 1.8032
C -1.3648 2.5496 1.1096
N -0.2259 1.8764 1.2409
C 0.6995 2.3372 2.0609
H 0.4632 8.0115 3.7128
H 1.1746 7.5088 5.2427
H -0.2516 6.6817 4.6329
H 2.5548 6.6575 3.4017
H 1.1524 5.9249 2.6168
H 3.0783 6.0650 5.5604
H 3.3971 4.3183 5.5308
H 0.9512 5.5985 6.8483
H 2.3861 4.9974 7.6886
H 1.3485 3.8737 6.8147
H -0.8997 5.0365 3.3235
H -2.5665 4.2246 1.6712
H -2.0784 2.1252 0.4174
H 1.6043 1.7512 2.1680
C -4.7595 -0.4409 0.7469
O -3.3523 -0.2167 0.9466
C -2.5519 -0.3385 -0.0938
O -2.9088 -0.5720 -1.2165
H -5.2485 -0.1255 1.6659
H -4.9370 -1.5025 0.5625
H -5.1235 0.1354 -0.1056
C -1.6199 -4.6141 0.6545
C -0.8162 -4.7782 1.9487
C 0.0434 -6.0373 1.8587
C -1.7815 -4.9069 3.1334
O 0.0023 -3.6350 2.1838
Si 1.1679 -2.9179 1.2940
O 0.5927 -1.4419 0.8632
O 1.4368 -3.8549 -0.0059
C 2.5984 -4.3631 -0.6522
C 3.5311 -5.0487 0.3450
C 3.3445 -3.2159 -1.3295
C 2.1016 -5.3749 -1.6905
O 2.5774 -2.7434 2.0485
C 3.0465 -2.1830 3.2632
C 3.0935 -3.3019 4.3066
C 4.4538 -1.6434 2.9813
C 2.1231 -1.0609 3.7261
H -2.4206 -5.3494 0.6268
H -0.9769 -4.7614 -0.2088
H -2.0560 -3.6151 0.6006
H -0.5824 -6.8996 1.6413
H 0.5667 -6.1973 2.7971
H 0.7699 -5.9173 1.0622
H -2.2709 -5.8759 3.0988
H -2.5461 -4.1367 3.0999
H -1.2321 -4.8223 4.0663
H 3.8819 -4.3187 1.0650
H 4.3779 -5.4783 -0.1812
H 3.0154 -5.8379 0.8843
H 3.5574 -2.4550 -0.5848
H 2.7402 -2.7763 -2.1196
H 4.2765 -3.5746 -1.7535
H 1.5728 -6.1919 -1.2067
H 2.9416 -5.7838 -2.2421
H 1.4271 -4.8936 -2.3925
H 3.7534 -4.0993 3.9727
H 2.0947 -3.7116 4.4310
H 3.4481 -2.9181 5.2581
H 5.0990 -2.4484 2.6377
H 4.8771 -1.2125 3.8830
H 4.4163 -0.8783 2.2086
H 1.1848 -1.4904 4.0628
H 1.9125 -0.4026 2.8869
H 2.5766 -0.4879 4.5280
*
```

The largest force on an atom comes out at 1.37 eV/Å. The value obtained for the total energy is -4865.96455 a.u. For the orbital gap, the calculation gives 8.9 eV. As for the energy above the lowest of the compared OMol25 structures with the same formula, charge and spin: 23.8 kcal per mole. For the highest occupied orbital energy, the calculation gives -11.64 eV.

The following is a DFT calculation (ωB97M-V with the def2-TZVPD basis set) of 18 unconnected molecules or ions with the total composition C3H42O18.

Structure (ORCA input):
```
! RIJCOSX wB97M-V def2-TZVPD def2/J DEFGRID3
* xyz 0 1
O 0.2145 -0.0017 -4.0481
H 0.6554 -0.9163 -4.1637
H -0.6387 -0.1362 -4.5272
H -0.0696 0.1117 -3.0940
C -0.1320 1.5289 0.2237
C 0.3474 0.8650 -1.0964
C 1.7796 0.1594 -1.1594
O -0.6761 -0.0575 -1.4502
H -1.1763 1.8919 0.1487
H 0.4768 2.3947 0.4357
H -0.2401 0.7696 1.0503
H 0.3326 1.6597 -1.8816
H 2.5937 0.7989 -1.0032
H 1.9206 -0.3864 -2.1038
H 2.0243 -0.6038 -0.3748
O -1.7839 4.1609 2.6564
H -2.0230 3.9410 1.7859
H -2.4641 3.6528 3.1404
O 3.0394 -2.7786 1.3835
H 2.2120 -2.6221 1.7872
H 3.1852 -3.6628 1.6204
O -2.6257 -0.3467 0.6899
H -2.1319 0.0564 -0.0102
H -2.8782 -1.1844 0.3681
O -1.5497 -0.0508 3.1671
H -0.7845 -0.5725 3.2936
H -1.8282 -0.2737 2.2623
O 0.7813 -1.3530 2.3744
H 0.4752 -1.5709 1.4996
H 1.3315 -0.5606 2.1513
O 2.5602 0.6497 2.0972
H 2.0740 1.2344 1.5373
H 3.3663 0.4266 1.6353
O 0.0702 2.1071 3.4648
H -0.2785 2.9566 3.1870
H -0.5638 1.4441 3.1068
O -2.4537 2.0939 -2.0350
H -2.5080 2.7528 -1.3007
H -1.7522 1.4933 -1.7645
O 4.0280 -2.0499 -1.5392
H 3.6598 -1.2358 -1.1591
H 4.6023 -2.4385 -0.8809
O -3.9885 1.6292 1.4536
H -3.8034 1.5307 2.3993
H -3.4716 0.8888 1.0418
O 4.7073 -0.6709 1.2640
H 4.2310 -1.5178 1.2302
H 4.9483 -0.5132 2.1888
O -3.1527 3.8382 0.2024
H -3.5218 3.1352 0.7981
H -3.9476 4.3099 -0.0137
O -2.9949 -1.0586 -2.3473
H -2.1492 -0.8678 -1.9382
H -2.9585 -0.5276 -3.1477
O -0.5513 -2.7272 -3.0594
H -1.0621 -2.7101 -2.2795
H -0.8560 -3.5143 -3.4988
O -0.2987 -2.1991 0.0746
H 0.4757 -2.5995 -0.3441
H -0.2453 -1.3532 -0.3825
O 1.6896 -3.3684 -1.4375
H 1.2099 -2.9689 -2.1728
H 2.5674 -3.0827 -1.5060
*
```

The largest force on an atom comes out at 2.88 eV/Å. The value obtained for the total energy is -1493.75428 a.u. For the orbital gap, the calculation gives 8.3 eV. As for the energy above the lowest of the compared OMol25 structures with the same formula, charge and spin: 83.0 kcal per mole. For the highest occupied orbital energy, the calculation gives -9.60 eV.

The following is a DFT calculation (ωB97M-V with the def2-TZVPD basis set) of a molecular structure, C8H8AlF12O13S4.

Structure (ORCA input):
```
! RIJCOSX wB97M-V def2-TZVPD def2/J DEFGRID3
* xyz -1 1
Al 1.2180 0.2318 1.1794
C 0.2220 4.5403 -2.4456
F -0.5734 5.0243 -3.4213
F 1.3761 4.0866 -3.0024
F 0.4651 5.5096 -1.5228
S -0.5812 2.9761 -1.5714
O 0.2487 2.4618 -0.4477
O -1.8785 3.4815 -1.1099
O -0.7407 1.9246 -2.6078
C -3.5876 -1.1541 -0.8668
F -4.9336 -1.1814 -0.8701
F -3.0176 -2.2825 -0.4506
F -3.1348 -0.8207 -2.0870
S -3.0290 0.2246 0.3800
O -3.4342 1.4745 -0.2996
O -3.6651 0.0472 1.6872
O -1.5527 0.1493 0.4886
C 4.9850 -3.4780 2.3002
F 4.1494 -4.3721 1.9647
F 5.3801 -3.5180 3.5858
F 6.0769 -3.4639 1.5264
S 4.1233 -1.7827 2.0060
O 3.1215 -1.4967 3.0126
O 5.1698 -0.7260 1.9601
O 3.3130 -1.8370 0.7509
C -1.9908 3.9536 4.0608
F -2.5651 5.1188 4.0362
F -1.0546 3.9227 5.0087
F -2.9024 3.0440 4.4559
S -1.2978 3.5483 2.2435
O -0.6118 2.2673 2.2589
O -2.4927 3.4687 1.4072
O -0.4125 4.6934 1.9052
C -0.5656 -2.7119 -2.5830
C 0.1172 -3.8417 -1.8397
C 1.2419 -3.1808 -1.0994
O 0.8208 -1.8035 -0.9825
C 0.1686 -1.4717 -2.2368
H -1.5990 -2.5388 -2.2828
H -0.6011 -2.9011 -3.6559
H 0.5198 -4.5739 -2.5397
H -0.5356 -4.3796 -1.1522
H 2.0963 -3.1443 -1.7753
H 1.6187 -3.6507 -0.1909
H 0.8617 -1.1924 -3.0303
H -0.5367 -0.6455 -2.1467
*
```

The largest force on an atom comes out at 4.85 eV/Å. The value obtained for the total energy is -4321.15972 a.u. For the orbital gap, the calculation gives 3.0 eV. As for the energy above the lowest of the compared OMol25 structures with the same formula, charge and spin: 64.9 kcal per mole. For the highest occupied orbital energy, the calculation gives -7.00 eV.

The following is a DFT calculation (ωB97M-V with the def2-TZVPD basis set) of 2 unconnected molecules or ions with the total composition C2H4N2O.

Structure (ORCA input):
```
! RIJCOSX wB97M-V def2-TZVPD def2/J DEFGRID3
* xyz 0 1
N -0.6264 1.1764 0.3353
C -0.6411 -0.0931 0.8244
N 0.4074 -0.8067 0.6544
C 1.3742 -0.0409 -1.0913
O 2.2246 -0.7670 -1.3338
H -1.5005 1.6668 0.2284
H -1.5490 -0.4336 1.3321
H 0.3584 -1.7843 0.8996
H 0.0599 1.2003 -0.4338
*
```

The largest force on an atom comes out at 2.03 eV/Å. The value obtained for the total energy is -263.32690 a.u. For the orbital gap, the calculation gives 10.2 eV. As for the energy above the lowest of the compared OMol25 structures with the same formula, charge and spin: 22.8 kcal per mole. For the highest occupied orbital energy, the calculation gives -9.19 eV.

The following is a DFT calculation (ωB97M-V with the def2-TZVPD basis set) of 2 unconnected molecules or ions with the total composition C2H10NS.

Structure (ORCA input):
```
! RIJCOSX wB97M-V def2-TZVPD def2/J DEFGRID3
* xyz 1 1
S 2.0232 -0.1315 0.9193
H 1.5742 0.4185 2.0574
H 3.1138 -0.6360 1.5067
C -1.6979 -0.6032 -1.6784
N -0.8766 0.2877 -0.7974
C -1.5333 0.5951 0.5072
H -1.1539 -0.7897 -2.5999
H -1.8809 -1.5315 -1.1512
H -2.6359 -0.1053 -1.9099
H -0.6666 1.1571 -1.2886
H 0.0295 -0.1542 -0.6106
H -2.4678 1.1129 0.3082
H -0.8659 1.2150 1.0949
H -1.7163 -0.3407 1.0246
*
```

The largest force on an atom comes out at 0.23 eV/Å. The value obtained for the total energy is -534.87871 a.u. For the orbital gap, the calculation gives 10.4 eV. As for the energy above the lowest of the compared OMol25 structures with the same formula, charge and spin: 6.3 kcal per mole. For the highest occupied orbital energy, the calculation gives -13.75 eV.

The highest largest force on an atom belongs to which entry?
C8H8AlF12O13S4